{"formula": "C5H10NOP", "method": "wB97M-V/def2-TZVPD", "energy_ev": -18169.274, "homo_ha": [-0.3516, -0.3517], "molar_mass_g_mol": 131.12, "elements": ["C", "C", "C", "C", "C", "N", "O", "P", "H", "H", "H", "H", "H", "H", "H", "H", "H", "H"], "xyz": [[-3.25997, -1.12700, 0.00827], [-0.85499, 1.95285, -0.20571], [0.41370, -0.61596, 1.62030], [0.68438, -1.74019, -1.20038], [-0.44310, 0.86305, -0.91091], [-2.34650, -0.45560, -0.23093], [2.11709, 0.59453, -0.15053], [0.83941, -0.14802, -0.19187], [-1.51779, 2.66009, -0.56402], [-0.06480, 2.63993, 0.10921], [-1.15636, 1.75506, 0.87810], [-0.11815, -1.65308, 1.62687], [1.42151, -0.65018, 2.12349], [-0.29192, 0.19078, 1.85464], [0.26266, -2.52599, -0.67525], [0.16084, -1.51592, -2.12892], [1.64419, -2.07665, -1.53337], [-0.47817, 0.86205, -1.93181]], "forces_ev_per_a": [[-1.137, -0.845, 0.318], [-0.616, 2.787, 4.892], [-0.270, -1.280, -2.269], [1.025, 2.787, -0.814], [-0.556, -2.233, 1.732], [3.032, 1.706, -1.189], [0.076, 0.559, -0.938], [0.325, -4.075, 2.227], [-1.809, 0.783, -1.423], [1.194, -0.252, -0.458], [0.068, -0.305, -1.429], [0.867, 2.056, 0.147], [-1.332, 0.349, -0.311], [0.385, -0.474, 0.907], [-1.244, -1.231, 1.103], [-0.410, -0.112, 0.162], [0.941, 0.033, 0.051], [-0.540, -0.253, -2.706]]}